42
Properties=species:S:1:pos:R:3 method="wB97M-V/def2-TZVPD" e_tot_ev=-277315.76250 total_charge=0 homo_ha=-0.33962 molar_mass_g_mol=1027.92 gap_ev=7.90 fmax_ha_per_bohr=0.019 smiles="CN(C)B(O)OC(=O)OI.ClC(Cl)(Cl)Cl.ClC(Cl)(Cl)Cl.ClC(Cl)(Cl)Cl.ClC(Cl)(Cl)Cl.ClC(Cl)(Cl)Cl" relative_energy_kcal_mol=0.0
C 3.75 -0.81 1.79
N 3.90 0.17 0.69
C 5.22 0.11 0.06
B 3.49 1.49 1.10
O 2.19 1.79 1.28
O 4.47 2.49 1.45
C 4.89 3.30 0.49
O 4.53 3.23 -0.65
O 5.72 4.27 0.89
I 6.76 4.08 2.58
H 3.20 -0.39 2.63
H 4.73 -1.12 2.15
H 3.20 -1.69 1.45
H 5.48 -0.93 -0.13
H 5.19 0.63 -0.89
H 6.01 0.55 0.68
H 2.00 2.72 1.45
Cl -1.08 2.09 1.19
C -1.33 0.34 1.30
Cl -2.89 -0.08 0.60
Cl -0.05 -0.50 0.44
Cl -1.31 -0.14 3.00
Cl 5.31 -1.43 -4.79
C 6.50 -0.13 -4.67
Cl 8.10 -0.83 -4.37
Cl 6.54 0.77 -6.19
Cl 6.07 0.95 -3.35
Cl -4.83 -3.39 1.64
C -6.24 -2.87 0.72
Cl -6.77 -4.20 -0.33
Cl -7.54 -2.43 1.83
Cl -5.82 -1.47 -0.27
Cl -6.37 -3.15 -3.44
C -5.94 -2.17 -4.84
Cl -7.36 -1.96 -5.87
Cl -5.38 -0.59 -4.29
Cl -4.66 -2.97 -5.75
Cl -9.05 -0.55 4.18
C -7.95 0.84 4.06
Cl -6.28 0.26 4.08
Cl -8.26 1.69 2.55
Cl -8.22 1.92 5.42